Molecular formula: C2H10N2S2
Method: DFT, ωB97M-V with the def2-TZVPD basis set

Properties
HOMO energy = -8.135 eV
SMILES = CSS.NCN
LUMO energy = 0.54 eV
Charge = 0
Frontier orbital gap = 8.7 eV
Relative energy (zero: lowest compared OMol25 entry of this formula, charge and spin) = 10.94 kcal/mol
Max |F| = 0.609 eV Å⁻¹

Each line ends with the Löwdin charge.
CARTESIAN COORDINATES (ANGSTROEM)
C  -0.815  0.637  0.260  -0.55
S  -0.792  1.816  -1.078  0.36
S  -2.282  0.928  -2.232  0.30
H  -0.228  1.054  1.075  0.03
H  -1.835  0.570  0.641  0.02
H  -0.442  -0.349  -0.017  0.02
H  -1.907  1.610  -3.323  -0.20
N  1.317  -2.049  1.612  -0.02
C  2.569  -2.475  2.232  -0.39
N  3.299  -1.400  2.871  -0.01
H  0.808  -1.439  2.242  0.05
H  0.738  -2.861  1.424  0.06
H  3.191  -2.916  1.451  0.10
H  2.445  -3.266  2.989  0.10
H  2.793  -1.094  3.697  0.06
H  3.349  -0.588  2.261  0.06



Molecular formula: C32H88O34P8
Method: DFT, ωB97M-V with the def2-TZVPD basis set

Properties
HOMO energy = -9.194 eV
SMILES = COP(=O)(OC)OC.COP(=O)(OC)OC.COP(=O)(OC)OC.COP(=O)(OC)OC.COP(=O)(OC)OC.COP(=O)(OC)OC.COP(=O)(OC)OC.COP(=O)(OC)OC.C1CCOC1.C1CCOC1
LUMO energy = 0.44 eV
Charge = 0
Frontier orbital gap = 9.6 eV
Relative energy (zero: lowest compared OMol25 entry of this formula, charge and spin) = 0.00 kcal/mol
Max |F| = 2.578 eV Å⁻¹

Each line ends with the Löwdin charge.
CARTESIAN COORDINATES (ANGSTROEM)
C  -3.385  -6.845  5.689  -0.10
O  -3.069  -6.350  4.379  -0.19
P  -3.824  -5.018  3.961  0.33
O  -3.875  -3.984  4.999  -0.23
O  -3.080  -4.609  2.638  -0.19
C  -1.832  -3.924  2.677  -0.08
O  -5.243  -5.519  3.447  -0.20
C  -6.215  -4.594  2.987  -0.09
H  -3.687  -7.892  5.669  0.09
H  -4.219  -6.305  6.136  0.08
H  -2.519  -6.774  6.343  0.09
H  -1.076  -4.451  2.093  0.09
H  -1.419  -4.053  3.683  0.08
H  -1.830  -2.876  2.391  0.08
H  -6.035  -3.552  3.250  0.08
H  -7.152  -4.788  3.527  0.09
H  -6.500  -4.814  1.961  0.10
C  8.862  -0.168  -1.321  -0.08
O  7.634  0.570  -1.224  -0.21
P  6.306  0.200  -2.013  0.38
O  6.083  -1.221  -2.370  -0.24
O  6.189  1.184  -3.273  -0.21
C  7.033  0.956  -4.391  -0.10
O  5.222  0.876  -1.090  -0.18
C  4.803  0.222  0.089  -0.10
H  9.256  -0.374  -0.325  0.09
H  9.589  0.512  -1.765  0.09
H  8.667  -1.109  -1.831  0.09
H  8.077  0.811  -4.105  0.08
H  6.861  1.789  -5.070  0.09
H  6.726  0.073  -4.962  0.09
H  3.741  -0.019  0.126  0.06
H  4.907  0.839  0.988  0.09
H  5.402  -0.655  0.344  0.09
C  -2.462  3.761  0.508  -0.10
O  -2.661  4.112  -0.861  -0.21
P  -1.771  3.355  -1.943  0.42
O  -1.970  1.895  -2.063  -0.22
O  -0.296  3.840  -1.528  -0.22
C  0.842  3.093  -1.957  -0.09
O  -2.180  4.253  -3.207  -0.19
C  -1.902  3.706  -4.492  -0.10
H  -1.407  3.783  0.778  0.08
H  -2.777  2.722  0.661  0.08
H  -3.110  4.334  1.165  0.08
H  1.309  3.690  -2.743  0.10
H  0.590  2.137  -2.421  0.07
H  1.489  2.920  -1.099  0.09
H  -2.751  3.830  -5.167  0.09
H  -1.688  2.640  -4.541  0.05
H  -1.097  4.266  -4.971  0.09
C  2.108  -3.406  3.366  -0.10
O  1.920  -3.517  1.977  -0.22
P  2.926  -4.226  0.986  0.40
O  4.299  -4.381  1.513  -0.24
O  2.179  -5.637  0.710  -0.21
C  2.940  -6.719  0.197  -0.12
O  2.812  -3.377  -0.335  -0.20
C  3.883  -3.255  -1.253  -0.11
H  2.987  -3.955  3.710  0.09
H  1.255  -3.806  3.917  0.08
H  2.228  -2.360  3.655  0.09
H  2.435  -7.048  -0.721  0.09
H  2.878  -7.575  0.865  0.09
H  3.956  -6.540  -0.153  0.09
H  4.897  -3.367  -0.873  0.09
H  3.816  -2.295  -1.759  0.05
H  3.830  -4.006  -2.048  0.10
C  -6.784  2.575  1.025  -0.07
O  -7.263  1.740  2.107  -0.23
P  -6.697  0.241  2.175  0.39
O  -7.143  -0.723  1.174  -0.22
O  -5.102  0.490  2.236  -0.22
C  -4.199  -0.462  2.793  -0.07
O  -7.101  -0.111  3.690  -0.23
C  -8.486  -0.117  4.021  -0.11
H  -7.620  3.193  0.710  0.09
H  -6.247  2.027  0.256  0.09
H  -6.060  3.259  1.477  0.08
H  -3.307  -0.661  2.197  0.08
H  -4.681  -1.439  2.874  0.08
H  -3.901  -0.106  3.775  0.07
H  -9.013  0.818  3.831  0.09
H  -8.587  -0.395  5.068  0.09
H  -8.955  -0.904  3.421  0.09
C  1.760  7.276  1.258  -0.08
O  2.531  6.677  2.293  -0.24
P  3.887  5.856  2.106  0.38
O  4.339  5.606  0.726  -0.23
O  4.952  6.660  2.969  -0.20
C  4.704  6.967  4.336  -0.10
O  3.645  4.521  2.964  -0.22
C  2.531  3.669  2.727  -0.09
H  2.197  8.250  1.028  0.09
H  0.733  7.338  1.600  0.09
H  1.828  6.740  0.309  0.09
H  3.633  6.946  4.533  0.08
H  5.028  7.986  4.559  0.09
H  5.287  6.349  5.019  0.09
H  1.640  4.270  2.519  0.08
H  2.405  3.164  3.682  0.09
H  2.588  2.978  1.885  0.08
C  -0.984  -0.852  4.966  -0.06
O  -0.897  0.477  5.483  -0.22
P  -1.452  1.790  4.771  0.41
O  -1.108  1.929  3.336  -0.23
O  -3.036  1.763  4.992  -0.24
C  -3.884  2.841  4.656  -0.09
O  -1.031  2.956  5.784  -0.21
C  -1.186  2.718  7.184  -0.10
H  -0.023  -1.372  5.027  0.08
H  -1.172  -0.791  3.894  0.06
H  -1.655  -1.398  5.627  0.10
H  -4.029  2.857  3.571  0.08
H  -3.456  3.794  4.974  0.09
H  -4.889  2.766  5.067  0.09
H  -0.219  2.701  7.686  0.09
H  -1.717  1.805  7.447  0.09
H  -1.727  3.577  7.584  0.09
C  2.496  -0.842  -4.648  -0.09
O  2.188  -1.461  -5.881  -0.20
P  2.816  -0.940  -7.254  0.37
O  4.041  -0.157  -7.091  -0.22
O  2.996  -2.257  -8.128  -0.21
C  1.910  -3.155  -8.301  -0.10
O  1.621  -0.188  -7.980  -0.22
C  1.770  0.294  -9.313  -0.09
H  1.600  -0.592  -4.067  0.07
H  3.024  0.090  -4.839  0.09
H  3.005  -1.381  -3.844  0.08
H  1.681  -3.699  -7.383  0.09
H  2.160  -3.842  -9.108  0.09
H  1.008  -2.613  -8.603  0.09
H  2.287  -0.463  -9.910  0.09
H  2.424  1.166  -9.321  0.09
H  0.811  0.503  -9.775  0.09
C  1.161  -0.451  -0.733  -0.16
C  1.158  -0.247  0.790  -0.13
C  -0.381  -0.236  0.963  -0.19
O  -0.912  -1.230  0.084  -0.12
C  -0.136  -1.156  -1.101  -0.19
H  1.981  -1.074  -1.090  0.08
H  1.191  0.529  -1.205  0.08
H  1.565  0.689  1.179  0.10
H  1.606  -1.018  1.418  0.09
H  -0.801  0.660  0.486  0.12
H  -0.602  -0.246  2.028  0.08
H  -0.670  -0.671  -1.922  0.10
H  0.183  -2.146  -1.439  0.12
C  -1.607  -1.543  -4.943  -0.17
C  -2.872  -1.902  -5.651  -0.17
C  -3.797  -0.688  -5.559  -0.19
O  -2.877  0.403  -5.434  -0.15
C  -1.816  -0.068  -4.590  -0.21
H  -0.631  -1.848  -5.331  0.10
H  -1.525  -2.106  -4.001  0.10
H  -3.398  -2.813  -5.359  0.11
H  -2.672  -2.004  -6.724  0.11
H  -4.450  -0.639  -4.673  0.12
H  -4.473  -0.425  -6.374  0.12
H  -2.088  -0.052  -3.534  0.09
H  -0.956  0.580  -4.742  0.11



Molecular formula: C3H4FNO2
Method: DFT, ωB97M-V with the def2-TZVPD basis set

Properties
HOMO energy (alpha / beta) = -8.725 / -9.512 eV
LUMO energy (alpha / beta) = -0.76 / -1.12 eV
Charge = 0
Frontier orbital gap (alpha / beta) = 8.0 / 8.4 eV
Relative energy (zero: lowest compared OMol25 entry of this formula, charge and spin) = 109.46 kcal/mol
Max |F| = 4.281 eV Å⁻¹

Each line ends with the Löwdin charge.
CARTESIAN COORDINATES (ANGSTROEM)
C  -0.393  -0.017  1.017  -0.09
C  0.144  0.567  2.274  -0.44
C  0.493  -0.119  -0.261  -0.05
N  -1.242  -2.451  0.079  0.16
O  -1.177  -1.848  1.087  -0.06
O  -0.541  1.063  3.118  0.13
F  1.522  0.732  2.320  0.05
H  -1.375  0.399  0.989  0.11
H  1.002  -1.060  -0.251  0.08
H  -0.220  0.103  -0.991  0.06
H  1.076  0.723  -0.132  0.05



Molecular formula: C10H26BrMnN2O3
Method: DFT, ωB97M-V with the def2-TZVPD basis set

Properties
HOMO energy (alpha / beta) = -8.076 / -11.475 eV
LUMO energy (alpha / beta) = -2.73 / -2.85 eV
Charge = +1
Frontier orbital gap (alpha / beta) = 5.3 / 8.6 eV
Relative energy (zero: lowest compared OMol25 entry of this formula, charge and spin) = 191.50 kcal/mol
Multiplicity = 6
Max |F| = 10.024 eV Å⁻¹

Each line ends with the Mulliken spin population.
CARTESIAN COORDINATES (ANGSTROEM)
Mn  0.367  0.276  -0.199  4.54
Br  1.486  1.589  -1.382  0.15
C  -2.617  -2.102  0.331  0.02
C  -1.415  -1.460  -0.390  0.00
C  -1.775  -0.318  -1.361  0.03
O  -0.562  0.331  -1.763  0.02
C  -0.730  1.141  -2.893  0.02
N  -0.522  -0.934  0.678  0.08
H  -2.346  -2.922  0.995  0.00
H  -3.456  -2.382  -0.307  0.00
H  -3.173  -1.402  0.954  0.00
H  -0.799  -2.199  -0.902  -0.02
H  -2.321  0.374  -0.720  0.00
H  -2.380  -0.594  -2.225  0.01
H  -1.021  2.162  -2.646  0.00
H  -1.494  0.675  -3.516  0.01
H  0.211  1.045  -3.433  0.00
H  -1.151  -0.715  1.437  0.02
H  -0.317  -1.719  1.279  0.02
C  -2.002  2.632  0.716  0.01
O  -0.823  1.922  0.694  -0.02
C  0.186  2.542  1.627  0.00
C  1.550  1.761  1.538  -0.01
N  1.414  0.372  1.348  0.05
C  2.756  -0.315  1.186  0.01
C  2.556  -1.690  0.574  0.01
O  1.657  -1.457  -0.564  0.02
C  1.529  -2.500  -1.517  0.01
H  -1.882  3.579  0.189  0.00
H  -2.403  2.894  1.695  0.00
H  -2.830  2.109  0.237  0.00
H  -0.174  2.314  2.630  0.00
H  0.235  3.623  1.497  0.00
H  1.991  1.900  2.525  0.01
H  2.282  2.143  0.826  0.01
H  0.951  0.106  2.205  0.01
H  3.402  -0.224  2.058  0.00
H  3.401  0.116  0.420  0.00
H  2.228  -2.512  1.209  0.00
H  3.509  -2.063  0.199  0.00
H  2.542  -2.827  -1.748  0.00
H  1.063  -1.993  -2.362  0.00
H  0.877  -3.279  -1.122  0.00